Entry 1:
The following is a quantum chemistry calculation of a molecular structure, C78H71AsGeIrN6O2P, from the OMol25 dataset.

Last column: Mulliken charge in e.
CARTESIAN COORDINATES (ANGSTROEM)
Ir1 0.867 -0.523 -0.472  0.202
As1 1.240 -1.025 2.449  1.585
Ge1 -2.415 4.566 -0.262  2.152
P1 -0.303 -3.448 -1.755  -0.628
O1 -0.972 0.775 -1.380  -0.691
O2 0.913 1.655 -0.766  -1.372
N1 1.910 -2.262 -0.521  0.535
N2 -0.447 -1.844 -4.067  0.636
N3 -2.367 -3.006 0.048  0.772
N4 0.773 -0.982 -2.471  0.852
N5 -0.782 -1.497 0.154  0.240
N6 2.160 -4.415 -0.808  0.935
C1 -2.677 0.048 3.075  -0.230
C2 4.875 -5.078 1.291  0.421
C3 -4.524 3.887 1.668  -0.737
C4 1.852 -5.811 -1.113  -0.992
C5 -4.509 2.512 -0.283  -0.100
C6 -0.475 3.029 -2.148  -0.791
C7 3.923 1.882 -2.770  -0.487
C8 3.359 -2.738 4.971  -0.123
C9 4.452 -4.889 -0.023  -1.717
C10 -5.677 3.258 2.111  -0.941
C11 0.116 -0.694 -4.581  0.807
C12 5.609 -1.990 0.087  -0.528
C13 -0.654 0.683 -8.527  -0.434
C14 -1.110 2.281 2.637  -0.297
C15 0.331 5.096 0.596  -0.090
C16 6.637 -1.097 0.335  -1.173
C17 1.866 0.939 -3.613  0.469
C18 5.850 -6.021 1.576  -0.954
C19 2.416 -3.201 4.057  -0.140
C20 2.592 -4.323 6.609  -0.545
C21 2.984 0.867 -2.783  -0.050
C22 1.561 -4.231 4.440  0.183
C23 -1.453 0.075 -6.344  -0.230
C24 -6.358 -2.869 3.135  -0.563
C25 -4.002 -2.362 1.754  -0.789
C26 -1.701 0.538 -7.628  -0.897
C27 3.767 2.975 -3.610  -0.946
C28 -0.318 5.858 3.175  -0.748
C29 1.009 5.880 2.766  -0.657
C30 6.404 -6.782 0.555  -0.453
C31 3.211 -2.577 -0.169  -0.670
C32 -0.050 -1.338 3.863  -1.439
C33 -2.770 1.138 3.923  -1.438
C34 -3.912 3.527 0.466  0.830
C35 2.336 0.299 3.351  -1.300
C36 4.270 -1.588 0.142  2.128
C37 5.992 -6.591 -0.756  -0.949
C38 -1.030 1.192 1.782  0.077
C39 -3.246 6.232 -0.845  0.099
C40 1.723 2.034 -4.461  -0.046
C41 -5.683 1.899 0.138  -0.850
C42 -2.711 7.478 -0.525  -0.459
C43 5.018 -5.648 -1.045  0.029
C44 1.315 -3.378 -0.939  -0.442
C45 -1.005 5.051 0.993  0.373
C46 -1.810 3.745 -1.957  -1.735
C47 -3.146 -4.157 -0.401  -0.964
C48 -0.152 -0.238 -5.956  -0.427
C49 -4.122 -3.507 2.539  -0.168
C50 0.642 0.358 -8.147  -0.878
C51 1.645 -4.788 5.707  -0.926
C52 -6.267 2.268 1.340  -0.273
C53 2.362 -2.640 2.670  -0.933
C54 6.362 0.229 0.637  -0.813
C55 -2.743 -2.118 1.021  0.554
C56 3.356 -3.945 -0.323  0.717
C57 -0.024 -1.996 -2.804  -0.438
C58 -1.274 -2.788 -4.814  -1.014
C59 -1.309 5.448 2.297  -0.784
C60 0.895 -0.099 -6.864  0.057
C61 1.332 5.498 1.473  -0.752
C62 2.671 3.045 -4.459  -0.887
C63 -6.242 -1.729 2.350  -0.581
C64 3.450 -3.299 6.237  -0.984
C65 -1.811 0.053 1.975  1.549
C66 -4.362 6.186 -1.683  -0.347
C67 -1.991 2.265 3.706  -0.786
C68 -4.362 8.580 -1.880  -0.512
C69 -4.914 7.347 -2.200  -0.725
C70 -5.297 -3.758 3.230  -0.947
C71 5.044 0.652 0.672  -0.686
C72 -3.262 8.645 -1.039  -0.739
C73 4.014 -0.246 0.430  -0.003
C74 -0.211 1.765 -1.391  1.621
C75 -1.204 -2.595 -0.468  -0.028
C76 -1.769 -1.135 1.089  -0.323
C77 -5.068 -1.473 1.661  0.334
C78 0.900 -0.168 -3.583  -1.051
H1 -3.446 1.096 4.766  0.424
H2 -0.342 1.265 0.961  -0.097
H3 7.661 -1.440 0.279  0.460
H4 -7.189 1.804 1.666  0.486
H5 -0.581 6.173 4.176  0.470
H6 -5.383 -4.644 3.845  0.424
H7 -2.328 -2.621 -4.598  0.322
H8 1.791 1.243 3.377  0.377
H9 7.157 -7.524 0.782  0.423
H10 -1.807 4.581 -2.659  0.644
H11 4.504 3.767 -3.613  0.470
H12 -2.832 9.605 -0.783  0.407
H13 -1.853 7.544 0.136  0.344
H14 -0.408 2.735 -3.199  -0.029
H15 -4.966 -0.576 1.064  0.331
H16 3.271 0.439 2.815  0.234
H17 6.171 -6.166 2.598  0.481
H18 -0.785 -2.090 3.577  0.279
H19 5.864 -3.007 -0.167  0.557
H20 2.663 -4.760 7.595  0.441
H21 1.782 6.211 3.446  0.398
H22 2.552 3.889 -5.124  0.472
H23 2.135 -6.054 -2.135  0.334
H24 4.200 -2.942 6.930  0.440
H25 -2.835 -5.060 0.121  0.322
H26 4.780 1.813 -2.114  0.526
H27 -4.194 -3.967 -0.193  0.331
H28 -3.262 -0.825 3.309  0.412
H29 0.371 3.686 -1.961  0.384
H30 -2.333 5.450 2.644  0.308
H31 -0.490 3.149 2.449  0.338
H32 -7.274 -3.062 3.675  0.432
H33 6.428 -7.176 -1.554  0.431
H34 0.787 -5.979 -0.980  0.450
H35 -2.620 3.090 -2.278  0.465
H36 0.612 4.825 -0.412  0.324
H37 -6.133 3.562 3.044  0.470
H38 -3.288 -4.195 2.627  0.492
H39 -2.065 3.120 4.365  0.503
H40 1.455 0.458 -8.852  0.449
H41 -0.847 1.053 -9.525  0.437
H42 4.806 1.685 0.890  0.555
H43 -2.268 -0.021 -5.637  0.464
H44 3.355 -2.342 2.340  0.251
H45 -1.098 -2.635 -5.875  0.372
H46 4.440 -4.497 2.093  0.610
H47 1.905 -0.346 -6.561  0.508
H48 -4.078 2.198 -1.225  0.033
H49 4.038 -1.942 4.686  0.517
H50 2.538 -0.028 4.371  0.509
H51 2.361 5.523 1.141  0.478
H52 -4.819 5.232 -1.925  0.358
H53 3.144 -0.008 -2.159  0.368
H54 3.001 0.135 0.487  -0.093
H55 7.167 0.923 0.836  0.451
H56 4.714 -5.484 -2.072  0.518
H57 -0.998 -3.805 -4.545  0.449
H58 1.977 -3.388 1.976  0.283
H59 -0.558 -0.405 4.088  0.250
H60 0.507 -1.681 4.732  0.910
H61 0.862 2.112 -5.112  0.495
H62 -5.779 7.295 -2.849  0.411
H63 -4.132 4.702 2.260  0.218
H64 -6.152 1.149 -0.487  0.395
H65 -7.070 -1.039 2.275  0.475
H66 -3.009 -4.291 -1.472  0.406
H67 -2.710 0.791 -7.924  0.427
H68 -4.793 9.488 -2.280  0.390
H69 0.826 -4.606 3.735  0.484
H70 2.408 -6.446 -0.428  0.335
H71 0.977 -5.591 5.989  0.444

HOMO-LUMO gap in eV: 6.29
2S+1: 1
Charge: +2

Entry 2:
The following is a quantum chemistry calculation of a molecular structure, C41H40BKN14O, from the OMol25 dataset.

Last column: Mulliken charge in e.
CARTESIAN COORDINATES (ANGSTROEM)
K1 0.609 0.427 -0.131  1.063
O1 6.046 -5.733 0.190  -0.643
N1 5.728 1.735 -0.765  -0.736
N2 4.286 -7.114 0.048  -0.336
N3 -0.725 2.926 2.680  0.473
N4 2.274 -2.630 -1.024  0.157
N5 -0.065 1.984 -2.078  0.161
N6 -0.399 -0.466 -2.977  0.643
N7 0.371 2.621 1.986  -0.092
N8 7.063 3.305 -2.047  -0.657
N9 -1.113 0.552 3.386  0.291
N10 3.533 0.752 -0.478  -0.780
N11 -2.784 1.705 1.862  0.779
N12 -0.149 0.035 2.630  0.270
N13 -2.356 1.371 0.643  0.505
N14 -1.244 -1.622 -0.737  1.197
C1 -3.310 0.893 -1.581  -0.537
C2 3.925 -4.762 -0.329  1.025
C3 6.352 2.578 -1.484  0.499
C4 0.868 4.071 -3.644  -0.900
C5 -4.570 1.572 0.578  -1.841
C6 0.268 1.395 -6.128  -0.833
C7 0.160 1.772 -3.376  0.433
C8 -1.758 -3.674 -1.884  1.454
C9 -4.980 2.190 3.036  -1.296
C10 0.321 -1.038 3.237  0.629
C11 4.549 1.282 -0.682  0.561
C12 0.649 2.616 -5.623  -0.900
C13 -0.427 -2.661 -4.121  -1.089
C14 1.107 3.712 1.883  0.714
C15 -1.786 -2.102 0.352  -0.711
C16 -2.407 -3.357 0.412  -1.068
C17 1.767 -3.756 -0.557  0.001
C18 -1.773 4.921 3.806  -1.318
C19 -3.407 1.282 -0.150  0.662
C20 0.152 3.166 -1.566  -0.629
C21 -2.377 -4.147 -0.708  -0.929
C22 -1.290 -0.206 4.491  0.808
C23 0.665 4.243 -2.301  -0.840
C24 -0.111 0.343 -5.304  -1.077
C25 0.577 2.827 -4.237  0.933
C26 4.456 -3.560 -0.796  -0.746
C27 -1.235 -2.346 -1.856  0.011
C28 -0.706 4.231 3.025  0.806
C29 -0.658 -1.763 -3.057  -0.203
C30 -0.104 0.445 -3.900  -0.125
C31 2.420 3.731 1.181  -1.075
C32 2.538 -4.848 -0.190  -1.010
C33 0.463 4.778 2.528  -1.505
C34 3.588 -2.526 -1.123  -0.576
C35 -2.309 0.046 5.550  -1.338
C36 4.854 -5.876 -0.008  0.317
C37 -1.611 -4.463 -3.036  -1.024
C38 1.428 -1.844 2.655  -1.265
C39 -0.901 -3.962 -4.104  -0.835
C40 -4.131 1.835 1.861  0.937
C41 -0.379 -1.245 4.436  -1.444
B1 -1.805 1.887 3.038  -0.548
H1 5.527 -3.463 -0.900  0.482
H2 -6.025 2.210 2.724  0.358
H3 3.950 -1.568 -1.467  0.462
H4 2.148 -2.120 3.427  0.449
H5 -5.587 1.599 0.232  0.451
H6 4.885 -7.902 0.228  0.224
H7 -4.873 1.457 3.835  0.141
H8 1.039 -2.759 2.207  0.148
H9 1.230 4.880 -4.269  0.350
H10 1.929 -1.264 1.883  0.141
H11 -2.883 -3.691 1.325  0.454
H12 -2.341 1.180 -1.975  -0.356
H13 -1.944 4.420 4.759  0.228
H14 -2.228 -0.717 6.324  0.383
H15 0.688 -3.794 -0.494  0.194
H16 -0.088 3.279 -0.519  0.725
H17 0.878 5.186 -1.813  0.453
H18 -0.248 -2.031 5.157  0.463
H19 2.284 3.625 0.105  0.046
H20 3.334 -7.272 -0.224  0.167
H21 -2.419 2.262 3.990  -0.269
H22 0.796 5.796 2.627  0.431
H23 0.277 1.242 -7.203  0.332
H24 2.943 4.668 1.379  0.361
H25 -2.168 1.025 6.005  0.228
H26 -1.747 -1.465 1.221  0.357
H27 -2.037 -5.459 -3.061  0.350
H28 -3.314 0.011 5.127  0.141
H29 0.986 3.415 -6.271  0.341
H30 -4.109 1.355 -2.161  0.417
H31 -2.713 4.925 3.252  0.157
H32 -2.811 -5.142 -0.706  0.352
H33 -4.720 3.169 3.438  0.194
H34 0.145 -2.340 -4.978  0.507
H35 -0.725 -4.599 -4.967  0.347
H36 3.037 2.897 1.507  0.231
H37 2.053 -5.726 0.210  0.292
H38 -3.396 -0.188 -1.686  0.016
H39 -1.472 5.951 3.995  0.365
H40 -0.432 -0.576 -5.773  0.467

HOMO-LUMO gap in eV: 5.23
2S+1: 1
Charge: -2
Relative energy (zero: lowest compared OMol25 entry of this formula, charge and spin) in kcal/mol: 35.8

Entry 3:
The following is a quantum chemistry calculation of a molecular structure, C6H13N4, from the OMol25 dataset.

Last column: Mulliken charge in e.
CARTESIAN COORDINATES (ANGSTROEM)
N1 -0.067 0.092 -0.335  -0.001
N2 1.460 0.721 0.376  -0.485
N3 1.121 1.357 -1.723  -0.746
N4 1.835 1.350 -0.627  0.981
C1 -2.384 -0.225 0.124  -1.590
C2 -0.623 -0.640 1.880  -1.712
C3 -0.965 -0.745 0.396  1.367
C4 3.063 2.098 -0.611  -0.624
C5 -0.793 -2.187 -0.099  -1.551
C6 0.037 0.622 -1.511  0.179
H1 -2.471 0.825 0.395  0.435
H2 -3.086 -0.793 0.726  0.415
H3 -1.499 -2.826 0.421  0.408
H4 -2.658 -0.346 -0.921  0.418
H5 -0.980 -2.264 -1.167  0.407
H6 -0.688 0.509 -2.301  0.447
H7 -0.730 0.382 2.229  0.432
H8 0.210 -2.551 0.110  0.398
H9 -1.288 -1.272 2.457  0.456
H10 2.868 3.103 -0.987  0.302
H11 3.779 1.624 -1.286  0.323
H12 3.461 2.128 0.401  0.320
H13 0.398 -0.961 2.055  0.423

HOMO-LUMO gap in eV: 10.43
2S+1: 1
Charge: +1
Relative energy (zero: lowest compared OMol25 entry of this formula, charge and spin) in kcal/mol: 71.1

What largest force on an atom values result from the calculations? In sequence: 2.06 1.45 6.04 eV/A.